{
  "formula": "C14H38N2O8",
  "method": "ωB97M-V/def2-TZVPD",
  "species": ["N", "H", "H", "H", "H", "N", "H", "H", "H", "H", "C", "C", "C", "O", "H", "H", "H", "H", "H", "H", "H", "C", "C", "C", "O", "H", "H", "H", "H", "H", "H", "H", "C", "C", "O", "C", "O", "O", "C", "H", "H", "H", "H", "H", "H", "H", "H", "C", "C", "O", "C", "O", "O", "C", "H", "H", "H", "H", "H", "H", "H", "H"],
  "xyz": [[3.170, -1.949, -2.046], [4.166, -1.791, -1.995], [2.868, -2.713, -1.457], [2.742, -1.998, -2.959], [2.832, -1.078, -1.662], [-0.010, -0.437, -0.265], [0.837, -0.022, -0.626], [0.026, -1.110, 0.487], [-0.383, -1.000, -1.016], [-0.675, 0.262, 0.034], [-3.431, -1.816, -3.350], [-2.401, -1.519, -2.232], [-3.032, -1.753, -0.900], [-1.121, -2.003, -2.383], [-2.963, -1.660, -4.322], [-4.141, -0.989, -3.364], [-4.013, -2.725, -3.199], [-2.330, -0.436, -2.334], [-3.126, -2.832, -0.784], [-4.028, -1.316, -0.823], [-2.480, -1.362, -0.045], [4.661, 1.042, -0.164], [3.410, 1.405, -0.834], [3.741, 1.960, -2.240], [2.452, 0.388, -0.962], [5.197, 0.306, -0.763], [4.431, 0.624, 0.816], [5.309, 1.914, -0.077], [2.926, 2.193, -0.258], [4.489, 2.741, -2.107], [2.867, 2.433, -2.688], [4.137, 1.242, -2.958], [-0.431, 1.914, -2.531], [0.172, 2.742, -1.393], [-0.886, 3.456, -0.669], [-1.393, 2.909, 0.445], [-1.445, 1.712, 0.742], [-1.786, 3.888, 1.247], [-2.602, 3.635, 2.361], [-1.329, 1.361, -2.256], [0.303, 1.242, -2.976], [-0.882, 2.591, -3.256], [0.880, 3.465, -1.797], [0.708, 2.194, -0.618], [-2.215, 3.146, 3.255], [-3.485, 3.103, 2.005], [-2.928, 4.630, 2.665], [-2.917, -1.459, 4.090], [-2.049, -2.763, 4.121], [-0.649, -2.541, 4.046], [-0.018, -2.029, 3.038], [-0.410, -1.998, 1.861], [1.277, -1.900, 3.341], [2.285, -1.433, 2.497], [-3.007, -1.032, 5.089], [-3.971, -1.577, 3.841], [-2.609, -0.747, 3.323], [-2.354, -3.445, 3.328], [-2.125, -3.176, 5.127], [2.250, -1.997, 1.564], [3.341, -1.504, 2.758], [2.149, -0.386, 2.228]],
  "atomic_forces_ev_per_a": [[0.1137, -1.2251, -0.3861], [0.4626, -0.4686, -0.5493], [0.0970, -0.3336, 0.0697], [0.4716, -0.3598, -0.5428], [-1.1694, 3.1893, 1.7242], [-1.2323, -0.8490, -0.6535], [2.0145, 0.7636, 0.2952], [0.8398, -0.2486, 1.0437], [-0.5359, -0.1347, -0.6451], [-0.4424, 0.8398, 0.0212], [0.4256, 0.8355, -0.1527], [-0.9980, -0.1175, -1.2142], [-0.0737, -0.6003, 1.3448], [-0.7492, 0.2678, -0.0147], [0.1066, -0.8792, -0.1094], [-0.2756, -0.0117, 0.4285], [0.4154, -0.1718, -0.3086], [0.7928, 0.6723, -0.0082], [-0.1205, -0.0449, 0.2553], [0.0266, -0.0080, -0.3402], [0.1909, -0.0946, -0.0524], [0.8327, -0.6447, 0.7457], [-1.8030, 0.1875, -2.1556], [-0.1165, 0.9006, 0.6533], [0.1354, -1.4593, -0.0738], [0.2059, -0.2508, 0.0193], [0.2987, -0.0214, 0.1420], [0.0471, -0.0637, 0.2248], [0.1107, 0.5826, 0.1120], [0.1295, 0.1525, -0.2840], [-0.0786, -0.0983, -0.0614], [0.0078, -0.3582, 0.2271], [-0.4806, 0.4517, 0.2513], [-0.6851, -0.6814, 0.5088], [0.0316, 0.0082, 0.3174], [0.6350, -0.6338, 0.3508], [-0.0451, 1.3678, -0.6033], [0.9902, 0.0066, -0.9077], [-1.7499, 0.3232, 0.3759], [0.2812, -0.3379, 0.6481], [-0.0103, 0.1755, -0.0797], [0.5827, 0.1541, -0.3584], [-0.4018, 0.3125, 0.1700], [0.0603, -0.4017, -0.4074], [0.7533, -0.2423, -0.5197], [-0.0423, -0.1772, 0.2495], [0.0032, -0.0902, 0.0436], [0.0393, -0.3023, 0.0444], [-1.5945, 1.0085, -0.1187], [0.7928, 1.0153, 0.9469], [1.3601, -1.8021, -3.1302], [-0.3619, 0.6218, 1.6411], [-0.0790, 0.0713, 2.5451], [-0.2153, 0.6807, -2.7115], [0.6629, 0.3674, -0.1179], [0.0051, -0.9696, -0.1842], [0.5274, 0.1268, 0.2916], [0.0933, -0.1302, 0.1710], [-0.2965, -0.4242, -0.4027], [-0.2139, -0.0088, -0.2932], [-0.4934, -0.5196, 1.4712], [-0.2784, 0.0824, 0.0533]],
  "lowdin_spin": [0.000, 0.000, 0.000, 0.000, 0.000, 0.001, 0.000, 0.000, -0.001, 0.000, 0.012, 0.103, 0.027, 0.785, 0.000, 0.000, 0.003, 0.064, 0.002, 0.001, 0.001, 0.000, 0.000, 0.000, 0.000, 0.000, 0.000, 0.000, 0.000, 0.000, 0.000, 0.000, 0.002, 0.000, 0.000, 0.000, 0.000, 0.000, 0.000, 0.002, 0.000, 0.000, 0.000, 0.000, 0.000, 0.000, 0.000, 0.000, 0.000, 0.000, 0.000, 0.000, 0.000, 0.000, 0.000, 0.000, 0.000, 0.000, 0.000, 0.000, 0.000, 0.000],
  "gap_ev": [8.23, 6.04],
  "charge": 1,
  "spin_multiplicity": 2,
  "max_force_ev_per_a": 3.9
}

{
  "formula": "C32H32NP2PtS",
  "method": "ωB97M-V/def2-TZVPD",
  "species": ["Pt", "C", "P", "C", "C", "C", "C", "C", "C", "C", "C", "C", "C", "C", "C", "C", "C", "C", "C", "C", "P", "C", "C", "C", "C", "C", "C", "C", "C", "C", "C", "C", "C", "N", "H", "H", "H", "H", "H", "H", "H", "H", "H", "H", "H", "H", "H", "H", "H", "H", "H", "H", "H", "H", "H", "H", "H", "H", "H", "H", "C", "S", "C", "H", "H", "H", "H", "H", "H"],
  "xyz": [[-0.415, -0.542, 0.144], [2.177, 1.121, -1.060], [1.903, -0.378, -0.052], [3.000, -1.645, -0.739], [2.995, -1.872, -2.117], [3.666, -2.962, -2.649], [4.324, -3.850, -1.808], [4.330, -3.634, -0.437], [3.665, -2.540, 0.099], [2.621, 0.076, 1.549], [1.791, 0.205, 2.660], [2.311, 0.646, 3.869], [3.658, 0.956, 3.968], [4.494, 0.811, 2.867], [3.980, 0.373, 1.659], [0.883, 1.859, -1.092], [0.431, 2.863, -1.905], [-0.918, 3.123, -1.541], [-1.234, 2.276, -0.516], [-2.502, 2.010, 0.212], [-2.617, 0.191, 0.264], [-3.848, -0.305, 1.481], [-4.839, 0.543, 1.965], [-5.733, 0.079, 2.919], [-5.635, -1.219, 3.398], [-4.641, -2.067, 2.925], [-3.746, -1.608, 1.974], [-3.356, -0.144, -1.371], [-4.730, -0.055, -1.582], [-5.249, -0.215, -2.858], [-4.402, -0.457, -3.929], [-3.033, -0.560, -3.726], [-2.510, -0.408, -2.450], [-0.119, 1.516, -0.210], [2.517, 0.884, -2.068], [2.963, 1.699, -0.570], [2.447, -1.208, -2.775], [3.668, -3.122, -3.719], [4.825, -4.715, -2.222], [4.853, -4.318, 0.218], [3.663, -2.379, 1.170], [0.736, -0.024, 2.561], [1.666, 0.756, 4.730], [4.061, 1.317, 4.905], [5.546, 1.049, 2.950], [4.632, 0.260, 0.800], [1.003, 3.359, -2.672], [-1.580, 3.854, -1.980], [-3.367, 2.452, -0.278], [-2.442, 2.371, 1.245], [-4.914, 1.561, 1.603], [-6.508, 0.735, 3.293], [-6.331, -1.569, 4.149], [-4.561, -3.077, 3.304], [-2.961, -2.255, 1.599], [-5.392, 0.130, -0.744], [-6.317, -0.146, -3.016], [-4.810, -0.572, -4.924], [-2.374, -0.756, -4.562], [-1.442, -0.490, -2.287], [0.230, -3.670, -1.452], [-0.831, -2.974, -0.179], [0.145, -3.452, 1.276], [0.228, -4.751, -1.325], [1.236, -3.275, -1.371], [-0.198, -3.411, -2.418], [1.152, -3.052, 1.191], [0.175, -4.539, 1.353], [-0.350, -3.036, 2.151]],
  "atomic_forces_ev_per_a": [[0.2984, 0.7523, -1.1521], [-0.0844, 0.2322, 0.0020], [0.3918, 0.0327, 0.1876], [-0.3071, -0.2658, 0.0186], [0.1621, 0.1109, 0.0082], [-0.0037, 0.0501, -0.0046], [-0.0057, -0.0052, -0.0039], [-0.0026, 0.0091, 0.0019], [0.0010, 0.0273, -0.0386], [-0.1646, -0.1646, 0.0966], [0.1048, -0.0294, -0.0678], [0.0054, 0.0108, 0.0238], [-0.0092, -0.0050, 0.0043], [0.0304, 0.0161, -0.0346], [-0.0452, -0.0156, -0.0075], [-0.2566, 0.2322, -0.1399], [0.1527, 0.0361, -0.0710], [-0.1556, 0.1161, 0.0192], [0.2576, 0.1081, -0.2025], [0.3282, 0.0511, 0.6597], [-0.5551, -0.2162, -1.0727], [0.4096, -0.2941, 0.2676], [0.0535, 0.0499, -0.0871], [-0.0614, 0.0240, -0.0009], [0.0294, -0.0095, -0.0031], [0.0088, 0.0047, -0.0144], [-0.1158, 0.0997, -0.0158], [0.0638, -0.1589, 0.0503], [0.0675, -0.0339, 0.0638], [-0.0422, 0.0519, 0.0521], [0.0076, -0.0400, -0.0463], [-0.0166, 0.0235, 0.0386], [-0.1207, -0.0089, -0.0026], [-0.4547, -1.5446, 0.4596], [-0.0005, -0.1158, 0.0255], [0.0758, -0.0409, -0.0557], [0.0317, -0.0003, -0.0217], [-0.0104, -0.0153, 0.0054], [0.0462, 0.0298, 0.0031], [-0.0188, -0.0097, 0.0017], [0.0366, -0.0085, -0.0009], [-0.0192, 0.0287, 0.0640], [-0.0176, -0.0032, -0.0143], [0.0040, -0.0270, 0.0071], [-0.0018, -0.0019, -0.0024], [0.0253, 0.0270, 0.0173], [-0.0140, 0.0396, 0.0213], [0.0321, 0.0203, -0.0002], [-0.0245, -0.0459, -0.0151], [-0.0874, 0.0902, -0.0256], [-0.0159, 0.0040, 0.0211], [0.0138, 0.0118, 0.0011], [-0.0083, -0.0041, -0.0117], [-0.0075, -0.0001, -0.0047], [-0.0330, -0.0536, 0.0429], [-0.0423, -0.0015, -0.0427], [0.0028, -0.0033, -0.0009], [0.0003, -0.0096, 0.0049], [0.0072, 0.0100, 0.0045], [0.0181, 0.0709, -0.0501], [-0.0665, 0.2178, -0.0982], [0.3665, 1.0838, 1.1559], [-0.2473, -0.4259, -0.0592], [-0.0517, -0.0020, -0.0003], [0.0017, -0.0789, 0.0158], [-0.0001, -0.0221, -0.0092], [0.0062, -0.0114, -0.0036], [0.0094, 0.0000, 0.0285], [0.0179, 0.0001, 0.0078]],
  "mulliken_charge": [1.555, -0.968, 0.764, 0.491, -0.673, -0.710, -0.517, -0.879, -0.459, 0.365, -0.356, -0.755, -0.510, -0.793, -0.151, 0.252, -1.153, -1.057, -0.087, -0.446, 0.620, 0.546, -0.241, -0.744, -0.455, -0.785, -0.366, 0.330, -0.515, -0.734, -0.554, -0.982, -0.011, -0.283, 0.535, 0.493, 0.274, 0.433, 0.412, 0.433, 0.431, 0.181, 0.441, 0.402, 0.415, 0.449, 0.527, 0.482, 0.494, 0.463, 0.382, 0.418, 0.406, 0.418, 0.258, 0.397, 0.421, 0.394, 0.449, 0.457, -0.441, -0.055, -0.653, 0.468, -0.113, 0.371, 0.047, 0.455, 0.319],
  "gap_ev": 7.16,
  "charge": 1,
  "max_force_ev_per_a": 1.7
}

{
  "formula": "CH3N2O3S",
  "method": "ωB97M-V/def2-TZVPD",
  "species": ["C", "N", "N", "O", "O", "O", "S", "H", "H", "H"],
  "xyz": [[-2.917, 0.048, 0.823], [-1.745, 0.193, 0.812], [-0.013, -1.267, -0.878], [2.401, -1.138, 0.127], [-4.090, 0.186, 0.731], [0.586, -0.642, 1.498], [1.199, -0.334, 0.200], [-0.688, -1.395, -0.101], [-0.685, -0.090, 1.162], [-0.517, -0.644, -1.586]],
  "atomic_forces_ev_per_a": [[0.1347, 1.5838, -0.2621], [0.9584, -0.3897, 0.7305], [-0.3236, 1.0609, 0.3558], [1.2968, -0.3670, -0.6433], [-0.6685, -0.8246, 0.1466], [-2.2088, 0.2282, 2.1390], [0.7167, -0.0029, -3.0588], [0.1346, -0.4296, -1.3169], [-1.0794, -0.0731, 0.4651], [1.0389, -0.7860, 1.4442]],
  "mulliken_charge": [0.368, -0.447, -0.747, -0.564, -0.579, -0.662, 0.488, 0.360, 0.519, 0.262],
  "relative_energy_kcal_mol": 9.6,
  "gap_ev": 8.03,
  "charge": -1,
  "max_force_ev_per_a": 3.1
}